w.
Below is a cluster of 2 separate species, H4NPS in total, with properties calculated with ωB97M-V/def2-TZVPD.

Summary:
2S+1	1
HOMO-LUMO gap (alpha / beta)	0.2864 / 0.2686	Eh
charge	0
LUMO (alpha / beta)	-0.947 / -1.092	eV
HOMO energy (alpha / beta)	-8.7 / -8.4	eV

Cartesian coordinates (Å):
N  1.647  0.582  0.422
P  -1.767  -0.248  0.127
S  1.289  -0.911  -0.253
H  1.905  0.451  1.380
H  2.253  1.061  -0.172
H  -1.693  -1.288  1.074
H  -1.572  0.496  1.311

Results of the Mulliken charge analysis, in e, for atoms 1 through 4:
1. N -0.44
2. P -0.08
3. S -0.12
4. H 0.26



x.
Below is a cluster of 2 separate species, H4NPS in total, with properties calculated with ωB97M-V/def2-TZVPD.

Summary:
2S+1	1
HOMO-LUMO gap	0.3325	Eh
SMILES string	[H]/N=P/[H].S
charge	0
LUMO	-0.283	eV
HOMO energy	-9.3	eV

Cartesian coordinates (Å):
H  0.033  3.038  -2.062
N  0.334  2.253  -1.492
P  -0.256  2.167  -0.062
H  0.438  0.981  0.323
S  0.184  -2.605  1.539
H  -0.803  -3.492  1.510
H  0.070  -2.341  0.244

Results of the Mulliken charge analysis, in e, for atoms 1 through 4:
1. H 0.24
2. N -0.41
3. P 0.14
4. H 0.04



Most stable structure: x



w.
Below is a cluster of 8 separate species, H14O6S2 in total, with properties calculated with ωB97M-V/def2-TZVPD.

Summary:
2S+1	1
HOMO-LUMO gap	0.0946	Eh
charge	0
LUMO	-6.632	eV
HOMO energy	-9.2	eV

Cartesian coordinates (Å):
S  2.616  -0.209  -0.709
S  -2.112  -0.362  2.311
H  3.931  -0.086  -0.705
H  -3.349  -0.277  2.819
H  -1.704  -1.325  0.464
H  -0.697  -2.348  0.174
O  -1.406  -1.969  -0.226
H  -1.719  1.008  -1.129
H  -1.502  -0.568  -1.545
O  -1.395  0.373  -1.872
H  1.704  2.486  1.533
H  1.770  1.785  0.212
O  1.125  2.072  0.849
H  1.838  1.076  -2.341
H  0.259  0.685  -2.603
O  0.973  1.412  -2.782
H  -1.989  1.287  0.958
H  -0.613  1.826  0.497
O  -1.647  1.985  0.390
H  1.192  -2.840  1.417
H  1.804  -2.044  0.199
O  1.225  -2.813  0.442

Results of the Mulliken charge analysis, in e, for atoms 1 through 4:
1. S -0.44
2. S -0.31
3. H 0.20
4. H 0.20



x.
Below is a cluster of 7 separate species, H14O6S2 in total, with properties calculated with ωB97M-V/def2-TZVPD.

Summary:
2S+1	1
HOMO-LUMO gap	0.3300	Eh
SMILES string	SS.O.O.O.O.O.O
charge	0
LUMO	0.221	eV
HOMO energy	-8.8	eV

Cartesian coordinates (Å):
S  4.229  -0.038  -0.789
S  5.209  -1.169  -2.211
H  3.706  1.007  -1.494
H  4.258  -1.447  -3.083
O  -1.591  0.784  -1.375
H  -1.562  -0.109  -1.680
H  -2.138  1.251  -2.023
O  2.788  -2.741  1.149
H  2.018  -3.122  1.562
H  3.729  -2.636  1.378
O  -3.796  -0.051  1.062
H  -4.678  -0.185  1.415
H  -3.976  0.088  0.115
O  -6.904  0.572  0.197
H  -7.747  1.033  0.037
H  -7.015  -0.350  -0.042
O  -4.742  5.745  1.845
H  -3.863  5.832  1.445
H  -4.781  4.869  2.224
O  -1.457  -2.126  2.478
H  -2.087  -1.838  1.818
H  -1.909  -2.204  3.328

Results of the Mulliken charge analysis, in e, for atoms 1 through 4:
1. S -0.14
2. S -0.16
3. H 0.15
4. H 0.15



Most stable structure: x



w.
Below is the ion C5H13N2S with charge +1, with properties calculated with ωB97M-V/def2-TZVPD.

Summary:
2S+1	1
HOMO-LUMO gap	0.3196	Eh
SMILES string	C[C@H]1SC[C@@H]([NH3+])[C@@H]1N
charge	+1
LUMO	-3.631	eV
HOMO energy	-12.3	eV

Cartesian coordinates (Å):
C  -2.154  -1.607  0.328
C  -1.488  -0.535  -0.491
S  -2.080  1.182  -0.350
C  -0.499  1.740  0.360
C  0.500  1.025  -0.589
N  1.902  1.373  -0.283
C  0.333  -0.374  -0.070
N  1.169  -1.308  -0.657
H  -1.455  -2.405  0.585
H  -3.032  -1.990  -0.212
H  -2.438  -1.211  1.288
H  -1.496  -0.913  -1.570
H  -0.602  1.264  1.329
H  -0.486  2.765  0.542
H  0.167  1.185  -1.623
H  2.320  0.484  -0.324
H  1.996  1.781  0.677
H  2.334  2.007  -1.037
H  0.254  -0.318  1.027
H  0.815  -2.298  -0.459
H  1.248  -1.263  -1.654

Results of the Mulliken charge analysis, in e, for atoms 1 through 4:
1. C -1.23
2. C 0.17
3. S -0.11
4. C -0.90



x.
Below is a structure of composition C5H13N2S, with properties calculated with ωB97M-V/def2-TZVPD.

Summary:
2S+1	1
HOMO-LUMO gap	0.3647	Eh
charge	+1
LUMO	-2.926	eV
HOMO energy	-12.9	eV

Cartesian coordinates (Å):
C  0.625  1.657  -1.698
C  0.339  0.365  -2.673
C  -0.102  0.098  -0.160
C  0.181  0.064  2.212
C  -1.169  -1.752  1.277
N  0.998  1.000  -0.434
N  0.013  -0.775  1.057
S  -0.366  -1.000  -1.642
H  1.523  2.180  -2.169
H  -0.290  2.321  -1.454
H  -0.631  0.573  -3.276
H  1.134  0.171  -3.331
H  -1.228  0.819  0.117
H  -0.620  0.926  2.106
H  0.084  -0.543  3.191
H  1.196  0.497  2.306
H  -2.057  -1.044  1.430
H  -1.356  -2.391  0.424
H  -1.055  -2.447  2.089
H  1.943  0.571  -0.403
H  0.839  -1.292  1.034

Results of the Mulliken charge analysis, in e, for atoms 1 through 4:
1. C -0.52
2. C -0.56
3. C -0.26
4. C -0.77



Most stable structure: w



w.
Below is the ion C4H11N3O with charge +1, with properties calculated with ωB97M-V/def2-TZVPD.

Summary:
⟨S²⟩	0.754
2S+1	2
HOMO-LUMO gap (alpha / beta)	0.3753 / 0.1925	Eh
charge	+1
LUMO (alpha / beta)	-3.174 / -8.132	eV
HOMO energy (alpha / beta)	-13.4 / -13.4	eV

Cartesian coordinates (Å):
C  -1.077  -0.333  -0.152
N  -0.044  -1.155  -0.739
C  0.242  -1.330  -2.090
N  -0.180  -0.343  -2.943
O  0.875  -2.291  -2.459
C  -0.669  0.051  1.249
N  0.270  1.155  1.210
C  1.160  1.427  2.272
H  -2.062  -0.790  -0.212
H  -1.150  0.561  -0.771
H  0.412  -1.836  -0.152
H  -0.045  -0.610  -3.907
H  -0.990  0.228  -2.765
H  -1.532  0.340  1.868
H  -0.157  -0.785  1.745
H  0.608  1.290  0.254
H  0.673  1.292  3.230
H  2.029  0.736  2.240
H  1.636  2.394  2.121

Results of the Mulliken charge analysis, in e, for atoms 1 through 4:
1. C -0.78
2. N -0.07
3. C 0.46
4. N -0.39



x.
Below is the ion C4H11N3O with charge +1, with properties calculated with ωB97M-V/def2-TZVPD.

Summary:
⟨S²⟩	0.757
2S+1	2
HOMO-LUMO gap (alpha / beta)	0.4142 / 0.2369	Eh
charge	+1
LUMO (alpha / beta)	-2.807 / -7.558	eV
HOMO energy (alpha / beta)	-14.1 / -14.0	eV

Cartesian coordinates (Å):
O  1.337  -0.127  -1.142
C  0.362  -0.664  -0.630
N  -0.416  -1.522  -1.303
C  -1.412  -2.416  -0.668
C  -0.139  -0.146  0.739
N  0.750  0.783  1.371
C  0.564  2.164  1.095
N  0.916  2.401  -0.307
H  -0.173  -1.867  -2.214
H  -1.479  -3.344  -1.217
H  -2.409  -1.993  -0.833
H  -1.269  -2.534  0.396
H  -0.394  -1.028  1.324
H  -1.063  0.369  0.462
H  1.697  0.410  1.382
H  -0.464  2.474  1.279
H  1.162  2.801  1.735
H  1.905  2.522  -0.517
H  0.526  1.717  -0.951

Results of the Mulliken charge analysis, in e, for atoms 1 through 4:
1. O -0.64
2. C 0.60
3. N -0.13
4. C -0.88



Most stable structure: w